This record from the OMol25 dataset describes 13 unconnected molecules or ions with the total composition C14H54N14O13 in a non-equilibrium geometry. The level of theory is ωB97M-V/def2-TZVPD.

Computed properties:
frontier orbital gap	8.01	eV
total charge	0
highest occupied orbital energy	-8.324	eV
M	626.67	u
lowest unoccupied orbital energy	-0.0115	Ha

Last columns: bonded neighbours and bond lengths (Å).
CARTESIAN COORDINATES (ANGSTROEM)
1 C -0.86929 1.09568 -5.15752  C2 1.529, H4 1.074, H5 1.084, H6 1.121
2 C 0.20471 0.73868 -4.12952  C1 1.529, O3 1.413, H7 1.053, H8 1.115
3 O -0.12129 1.50668 -2.98852  C2 1.413, H9 0.964
4 H -0.59429 0.59268 -6.06552  C1 1.074
5 H -0.93329 2.13168 -5.47152  C1 1.084
6 H -1.89929 0.70368 -4.95252  C1 1.121
7 H 1.20571 0.97068 -4.36152  C2 1.053
8 H 0.16471 -0.34432 -3.86652  C2 1.115
9 H 0.33871 2.33868 -3.15052  O3 0.964
10 C -3.33729 -0.19432 -2.05952  O11 1.453, N12 1.286, N13 1.308
11 O -4.10429 -1.39332 -1.76952  C10 1.453
12 N -3.80229 1.00268 -2.12552  C10 1.286, H14 1.057, H15 1.033
13 N -2.04429 -0.31832 -2.21552  C10 1.308, H16 0.990, H17 1.064
14 H -4.80529 1.11968 -1.81452  N12 1.057
15 H -3.08829 1.74568 -2.05052  N12 1.033
16 H -1.68029 -1.23932 -2.22852  N13 0.990
17 H -1.42129 0.48968 -2.51852  N13 1.064
18 C 0.72271 4.20568 -1.65452  O19 1.404, N20 1.320, N21 1.317
19 O -0.01229 5.37768 -1.89452  C18 1.404
20 N 0.80371 3.47668 -0.55752  C18 1.320, H22 1.005, H23 0.997
21 N 1.51071 3.64668 -2.54952  C18 1.317, H24 1.036, H25 1.020
22 H 0.62071 3.86868 0.34948  N20 1.005
23 H 1.06571 2.51768 -0.62652  N20 0.997
24 H 1.44971 3.97668 -3.52952  N21 1.036
25 H 2.21271 2.93168 -2.36052  N21 1.020
26 C 0.22271 -4.43832 0.74748  O27 1.361, N28 1.288, N29 1.319
27 O -0.21729 -5.72632 0.73948  C26 1.361
28 N 1.47471 -4.14632 0.83348  C26 1.288, H30 1.020, H31 1.048
29 N -0.61329 -3.42932 0.60048  C26 1.319, H32 1.043, H33 1.059
30 H 2.16771 -4.88932 0.74148  N28 1.020
31 H 1.82971 -3.16332 0.91248  N28 1.048
32 H -1.58729 -3.72932 0.82148  N29 1.043
33 H -0.49529 -2.38532 0.73448  N29 1.059
34 C 3.45471 -1.97632 2.36648  O35 1.396, N36 1.329, N37 1.313
35 O 4.78971 -2.35932 2.22548  C34 1.396
36 N 2.84571 -1.83132 3.53848  C34 1.329, H38 1.009, H39 1.032
37 N 2.75171 -1.79732 1.27248  C34 1.313, H40 1.074, H41 1.056
38 H 3.30471 -2.02032 4.41648  N36 1.009
39 H 1.96171 -1.31332 3.65848  N36 1.032
40 H 3.27871 -1.76232 0.33748  N37 1.074
41 H 1.81471 -1.31232 1.31348  N37 1.056
42 C 3.82771 0.75768 -2.38852  O43 1.369, N44 1.302, N45 1.283
43 O 3.66971 2.07768 -2.06352  C42 1.369
44 N 2.86671 -0.11332 -2.27652  C42 1.302, H46 1.011, H47 1.023
45 N 4.92771 0.24768 -2.80652  C42 1.283, H48 0.994, H49 1.073
46 H 2.00971 0.19868 -1.83952  N44 1.011
47 H 2.90271 -1.09832 -2.55052  N44 1.023
48 H 5.57171 1.00468 -2.84052  N45 0.994
49 H 5.12471 -0.70332 -3.26252  N45 1.073
50 C 0.19771 0.03168 0.31048  O51 1.374, N52 1.276, N53 1.316
51 O 0.99271 0.69468 -0.59252  C50 1.374
52 N -0.93829 -0.52532 0.14148  C50 1.276, H54 1.057, H55 1.013
53 N 0.59771 -0.21032 1.54048  C50 1.316, H56 1.049, H57 1.015
54 H -1.40729 -0.50532 -0.80552  N52 1.057
55 H -1.57829 -0.74732 0.89448  N52 1.013
56 H 1.48071 0.30268 1.77848  N53 1.049
57 H 0.10271 -0.45932 2.39048  N53 1.015
58 C -4.08829 -1.01932 2.09448  O59 1.401, N60 1.303, N61 1.284
59 O -2.68729 -1.01432 2.07048  C58 1.401
60 N -4.87629 -0.94932 1.05948  C58 1.303, H62 1.069, H63 1.012
61 N -4.67229 -0.98532 3.23748  C58 1.284, H64 1.059, H65 1.061
62 H -4.41029 -1.18732 0.12748  N60 1.069
63 H -5.80829 -1.32632 0.94348  N60 1.012
64 H -4.04429 -1.22732 4.05448  N61 1.059
65 H -5.63829 -1.41332 3.33048  N61 1.061
66 C 3.47071 1.58268 1.17848  O67 1.391, H68 1.056, H69 1.160, H70 1.086
67 O 2.52171 1.51668 2.19348  C66 1.391, H71 1.006
68 H 4.50071 1.66468 1.39748  C66 1.056
69 H 3.28171 2.60768 0.66948  C66 1.160
70 H 3.34371 0.81568 0.42048  C66 1.086
71 H 2.84371 2.11568 2.93448  O67 1.006
72 C -0.24129 -2.34832 3.95248  O73 1.409, H74 1.170, H75 1.112, H76 1.077
73 O 0.17071 -1.00932 4.10148  C72 1.409, H77 0.977
74 H -0.25829 -2.98632 4.93348  C72 1.170
75 H 0.35671 -2.79632 3.12948  C72 1.112
76 H -1.23629 -2.41032 3.54448  C72 1.077
77 H -0.37129 -0.62732 4.81848  O73 0.977
78 C -0.11929 2.98068 2.79448  O79 1.377, H80 1.068, H81 1.140, H82 1.123
79 O 0.20471 4.12868 2.10648  C78 1.377, H83 0.945
80 H -0.25829 2.17068 2.11248  C78 1.068
81 H -1.04529 3.05568 3.45548  C78 1.140
82 H 0.61871 2.54168 3.51748  C78 1.123
83 H -0.09129 4.88468 2.59048  O79 0.945
84 C -3.10229 2.11768 1.09048  O85 1.414, H86 1.066, H87 1.097, H88 1.113
85 O -3.28429 3.46768 0.71048  C84 1.414, H89 0.994
86 H -3.05629 1.89168 2.13148  C84 1.066
87 H -2.22329 1.64968 0.63048  C84 1.097
88 H -3.95529 1.52268 0.69448  C84 1.113
89 H -3.04629 3.55068 -0.25152  O85 0.994
90 C -0.05329 -3.11632 -2.47052  O91 1.455, H92 1.100, H93 1.094, H94 1.094
91 O -1.32129 -2.86532 -1.80352  C90 1.455, H95 0.993
92 H 0.66271 -2.41932 -2.01152  C90 1.100
93 H -0.09829 -3.00532 -3.55752  C90 1.094
94 H 0.20171 -4.15132 -2.22452  C90 1.094
95 H -1.10829 -3.02832 -0.84752  O91 0.993